(1)
Density functional theory data (ωB97M-V with the def2-TZVPD basis set) for a single C24H24ClN7O2 molecule.

Last column: Mulliken charge in e.
CARTESIAN COORDINATES (ANGSTROEM)
C (-5.440, -1.674, -1.741)  -1.4687
C (-4.747, -0.709, -0.828)  1.0394
C (-4.842, -0.853, 0.551)  -0.8508
C (-4.183, 0.006, 1.406)  -0.3779
C (-3.402, 1.041, 0.896)  -0.1458
C (-3.334, 1.217, -0.483)  -0.0919
C (-3.991, 0.342, -1.328)  -0.7922
H (-3.923, 0.489, -2.397)  0.3399
H (-2.773, 2.047, -0.883)  0.7029
N (-2.733, 1.890, 1.787)  -0.0863
C (-1.661, 2.733, 1.550)  0.3698
O (-1.607, 3.819, 2.096)  -0.7157
N (-0.675, 2.277, 0.724)  0.2687
C (-0.370, 0.887, 0.466)  -0.4374
H (-1.228, 0.260, 0.695)  0.0811
C (0.036, 0.693, -0.994)  -0.8155
H (0.323, -0.348, -1.141)  -0.0256
H (-0.814, 0.915, -1.639)  0.5616
C (1.202, 1.610, -1.378)  -0.0185
C (2.496, 1.149, -0.766)  -0.3248
N (2.498, 0.169, 0.077)  0.1867
C (3.726, -0.187, 0.513)  0.5944
N (4.052, -1.182, 1.359)  0.8015
N (5.387, -1.210, 1.501)  -0.9794
N (5.924, -0.293, 0.807)  -0.5390
C (4.952, 0.392, 0.157)  0.6074
C (4.962, 1.495, -0.770)  -0.2469
O (5.870, 2.147, -1.219)  -0.6347
N (3.632, 1.779, -1.171)  -0.2290
H (3.559, 2.533, -1.845)  0.2779
C (3.173, -2.119, 2.009)  -1.1058
C (2.139, -2.611, 1.030)  0.3553
C (2.545, -3.261, -0.130)  -0.2927
C (1.610, -3.668, -1.064)  -0.7480
C (0.262, -3.432, -0.857)  -0.4866
C (-0.139, -2.788, 0.303)  0.2777
C (0.789, -2.377, 1.246)  -0.1897
H (0.456, -1.876, 2.141)  0.2953
Cl (-1.821, -2.475, 0.568)  -0.1023
H (-0.471, -3.742, -1.584)  0.4676
H (1.932, -4.172, -1.963)  0.4136
H (3.596, -3.444, -0.300)  0.4418
H (2.690, -1.633, 2.863)  0.3463
H (3.803, -2.935, 2.375)  0.4300
H (1.341, 1.571, -2.466)  0.6226
C (0.865, 3.059, -0.983)  -0.8090
C (0.462, 3.140, 0.486)  -0.9676
H (0.175, 4.157, 0.757)  0.5221
H (1.305, 2.835, 1.121)  0.2524
H (1.712, 3.723, -1.162)  0.4841
H (0.032, 3.399, -1.600)  0.4643
H (0.469, 0.580, 1.101)  0.1589
H (-3.279, 2.192, 2.583)  0.3253
H (-4.262, -0.121, 2.475)  0.4027
H (-5.438, -1.657, 0.961)  0.3993
H (-4.937, -2.641, -1.716)  0.2615
H (-6.471, -1.828, -1.426)  0.3745
H (-5.437, -1.312, -2.766)  0.3552

Values from the calculation:
LUMO = 0.01326 hartree
Kohn-Sham gap = 8.826 eV
Structure (SMILES) = Cc1ccc(NC(=O)N2CCC(c3nc4c(nnn4Cc4cccc(Cl)c4)c(=O)[nH]3)CC2)cc1



(2)
Density functional theory data (ωB97M-V with the def2-TZVPD basis set) for a molecular structure, C24H24ClN8NaO4.

Last column: Mulliken charge in e.
CARTESIAN COORDINATES (ANGSTROEM)
Na (0.139, -0.799, 0.778)  0.9308
N (2.543, 3.119, 0.679)  0.0454
C (2.022, 1.864, 0.423)  -0.7356
N (0.917, 1.450, 0.879)  0.3203
C (0.141, 2.256, 1.683)  -0.4037
N (-1.015, 1.836, 2.169)  -1.1634
N (-1.388, 0.624, 1.783)  0.9220
C (-2.443, 0.089, 2.333)  -0.9831
C (-2.867, -1.202, 1.944)  1.0035
C (-3.992, -1.828, 2.544)  -0.9925
C (-4.352, -3.094, 2.168)  -0.2297
C (-3.624, -3.735, 1.163)  -0.7527
C (-2.540, -3.053, 0.622)  -0.3543
N (-2.161, -1.852, 0.986)  0.0930
C (0.615, 3.574, 2.023)  0.8992
C (-0.082, 4.466, 2.849)  -0.3116
C (0.465, 5.693, 3.191)  -0.6764
C (1.710, 6.068, 2.723)  -0.4379
C (2.419, 5.200, 1.886)  -0.7771
C (1.874, 3.982, 1.532)  -0.1560
H (3.436, 3.397, 0.303)  0.2389
H (2.605, 1.230, -0.226)  0.4370
H (-3.005, 0.605, 3.125)  0.1667
H (-4.554, -1.297, 3.301)  0.3660
H (-5.185, -3.600, 2.645)  0.3645
H (-3.890, -4.724, 0.820)  0.3718
H (-1.944, -3.509, -0.162)  0.4229
H (-1.045, 4.150, 3.215)  0.4665
H (-0.079, 6.358, 3.850)  0.3651
H (2.138, 7.024, 2.995)  0.3585
H (3.410, 5.464, 1.535)  0.3175
N (4.490, -6.646, -2.202)  -0.5987
C (3.992, -5.600, -2.231)  0.2147
C (3.380, -4.348, -2.309)  0.3530
C (3.294, -3.651, -3.537)  -0.1864
C (2.634, -2.442, -3.565)  -0.8910
C (2.058, -1.942, -2.396)  -0.0330
N (2.153, -2.588, -1.233)  -0.1990
C (2.790, -3.729, -1.181)  -0.4928
H (3.729, -4.087, -4.429)  0.4409
H (2.544, -1.882, -4.485)  0.4211
H (1.458, -1.042, -2.382)  0.4729
H (2.847, -4.199, -0.207)  0.5465
O (2.633, -3.343, 2.845)  -0.7098
Cl (2.102, -2.061, 3.182)  1.7875
O (3.156, -1.237, 3.690)  -0.7201
O (1.100, -2.215, 4.183)  -0.7209
O (1.548, -1.461, 2.020)  -0.8186
C (-2.176, -0.068, -4.007)  -1.9107
C (-1.491, 0.690, -2.827)  1.4569
C (-2.520, 0.794, -1.673)  -1.0842
C (-1.164, 2.138, -3.304)  -1.7241
N (-0.331, 0.044, -2.435)  -0.7007
H (-3.063, 0.461, -4.359)  0.3488
H (-2.458, -1.065, -3.675)  0.3860
H (-1.480, -0.170, -4.836)  0.4517
H (-3.409, 1.337, -2.000)  0.3920
H (-2.070, 1.304, -0.827)  0.0904
H (-2.800, -0.201, -1.338)  0.2278
H (-2.061, 2.668, -3.626)  0.3611
H (-0.459, 2.105, -4.133)  0.4269
H (-0.696, 2.683, -2.486)  0.2966

Values from the calculation:
LUMO (spin up / spin down) = 0.14207 / 0.14280 hartree
Charge = -2
Kohn-Sham gap (spin up / spin down) = 4.564 / 3.695 eV



(3)
Density functional theory data (ωB97M-V with the def2-TZVPD basis set) for a molecular structure, C24H24ClN8O7PSTi.

Last column: Mulliken spin population.
CARTESIAN COORDINATES (ANGSTROEM)
Ti (0.326, -0.861, -0.395)  0.9612
C (-0.930, -6.170, 0.769)  0.0000
N (-0.402, -4.832, 0.999)  0.0003
C (0.533, -4.513, 1.946)  -0.0013
C (0.798, -3.184, 1.801)  0.0083
N (0.043, -2.694, 0.777)  -0.0193
C (-0.678, -3.704, 0.304)  0.0105
P (-1.969, -3.545, -0.974)  -0.0032
C (-2.619, -1.967, -0.373)  0.0215
N (-1.874, -0.909, -0.098)  0.0132
C (-2.729, 0.078, 0.310)  0.0023
C (-4.005, -0.401, 0.281)  0.0026
N (-3.922, -1.696, -0.154)  0.0004
C (-5.048, -2.608, -0.327)  0.0001
C (-1.034, -2.815, -2.356)  0.0160
N (-0.357, -1.661, -2.326)  -0.0195
C (0.051, -1.402, -3.603)  -0.0024
C (-0.380, -2.409, -4.413)  -0.0024
N (-1.058, -3.293, -3.620)  -0.0005
C (-1.724, -4.501, -4.094)  0.0001
H (-1.123, -6.646, 1.727)  0.0000
H (-0.214, -6.765, 0.205)  0.0000
H (-1.862, -6.102, 0.215)  0.0001
H (0.919, -5.248, 2.630)  0.0000
H (1.483, -2.561, 2.348)  0.0003
H (-2.369, 1.056, 0.579)  -0.0022
H (-4.948, 0.054, 0.525)  0.0000
H (-5.965, -2.055, -0.148)  -0.0002
H (-4.984, -3.430, 0.383)  -0.0001
H (-5.065, -2.999, -1.342)  0.0001
H (0.643, -0.539, -3.846)  0.0010
H (-0.252, -2.578, -5.468)  0.0002
H (-1.202, -4.858, -4.978)  0.0000
H (-2.762, -4.292, -4.346)  0.0001
H (-1.680, -5.271, -3.329)  0.0000
O (3.732, 0.767, 2.234)  -0.0003
C (3.761, 2.091, 2.409)  0.0000
O (4.762, 2.643, 2.770)  0.0003
C (2.555, 2.863, 1.981)  0.0023
C (2.415, 4.224, 2.179)  -0.0011
Cl (3.410, 5.331, 2.983)  -0.0001
N (1.238, 4.604, 1.627)  0.0011
N (0.590, 3.577, 1.078)  0.0032
C (1.359, 2.521, 1.289)  0.0096
C (0.872, 1.221, 0.806)  0.0116
O (1.402, 0.133, 1.213)  -0.0258
O (-0.085, 1.134, -0.019)  0.0124
C (0.647, 5.908, 1.607)  -0.0001
C (1.293, 6.946, 0.961)  0.0001
C (0.699, 8.199, 0.951)  0.0000
C (-0.525, 8.397, 1.573)  0.0000
C (-1.164, 7.341, 2.207)  0.0000
C (-0.576, 6.086, 2.230)  0.0001
H (2.880, 0.477, 1.847)  0.0039
H (2.243, 6.778, 0.471)  0.0000
H (1.195, 9.021, 0.451)  0.0000
H (-0.983, 9.377, 1.561)  0.0000
H (-2.119, 7.494, 2.692)  0.0000
H (-1.055, 5.250, 2.722)  0.0000
C (4.270, -0.650, -0.768)  -0.0005
S (2.794, -1.105, -1.604)  -0.0037
O (3.131, -1.649, -2.879)  -0.0008
O (2.041, -2.048, -0.703)  -0.0016
O (1.889, 0.079, -1.623)  0.0023
H (4.908, -1.530, -0.725)  0.0000
H (4.033, -0.289, 0.230)  0.0003
H (4.748, 0.129, -1.360)  -0.0005

Values from the calculation:
LUMO (spin up / spin down) = -0.11200 / -0.10824 hartree
Spin multiplicity = 2
Charge = +1
Kohn-Sham gap (spin up / spin down) = 8.087 / 8.377 eV
<S²> = 0.752



(4)
Density functional theory data (ωB97M-V with the def2-TZVPD basis set) for a molecular structure, C24H24CoF3N4O3PS.

Last column: Mulliken charge in e.
CARTESIAN COORDINATES (ANGSTROEM)
Co (1.743, 0.266, -1.801)  -0.1853
O (5.354, -0.801, -1.776)  -0.6592
S (4.062, -0.560, -1.257)  1.5259
O (3.451, 0.814, -1.516)  -0.6981
O (2.969, -1.465, -1.701)  -0.7267
C (4.082, -0.571, 0.513)  0.0310
C (5.239, -0.904, 1.186)  -0.4022
C (5.238, -0.903, 2.577)  -0.6811
C (4.084, -0.579, 3.269)  -0.7841
C (2.924, -0.242, 2.581)  -0.4447
C (2.917, -0.213, 1.192)  -0.5869
P (1.352, 0.165, 0.347)  3.6912
C (0.330, -1.241, 0.841)  0.6643
C (-0.791, -1.093, 1.650)  -0.6082
C (-1.510, -2.215, 2.042)  -0.5427
C (-1.108, -3.477, 1.636)  -0.6620
C (0.026, -3.627, 0.842)  -0.7229
C (0.744, -2.516, 0.443)  -0.6774
C (0.614, 1.649, 1.013)  0.2994
C (1.329, 2.558, 1.784)  -0.9192
C (0.730, 3.745, 2.172)  -0.7859
C (-0.573, 4.027, 1.788)  -0.7990
C (-1.285, 3.123, 1.007)  -0.7300
C (-0.693, 1.940, 0.613)  -0.3989
H (6.126, -1.163, 0.623)  0.5680
H (6.141, -1.162, 3.112)  0.4311
H (4.077, -0.590, 4.350)  0.4388
H (2.024, -0.004, 3.136)  0.5103
H (-1.103, -0.115, 1.992)  0.5404
H (-2.379, -2.097, 2.675)  0.4907
H (-1.666, -4.350, 1.950)  0.4320
H (0.354, -4.613, 0.541)  0.4687
H (1.621, -2.634, -0.182)  0.4449
H (2.354, 2.358, 2.070)  0.4782
H (1.287, 4.455, 2.769)  0.4401
H (-1.035, 4.957, 2.090)  0.4196
H (-2.295, 3.351, 0.695)  0.5060
H (-1.244, 1.253, -0.021)  0.3898
C (-4.152, 1.311, -1.804)  -1.3397
C (-4.383, -0.196, -1.793)  0.8844
C (-4.070, -0.803, -0.431)  -1.2604
C (-3.623, -0.905, -2.921)  -1.1589
N (-2.176, -0.882, -2.717)  0.6115
C (-1.369, -1.762, -2.105)  -0.1473
N (-0.147, -1.276, -2.133)  -0.0723
N (-0.253, -0.096, -2.758)  0.1763
N (-1.452, 0.166, -3.107)  -1.0549
H (-4.735, 1.786, -1.014)  0.4253
H (-4.446, 1.757, -2.755)  0.4125
H (-3.101, 1.555, -1.638)  0.0946
H (-5.437, -0.388, -2.019)  0.3344
H (-3.034, -0.614, -0.137)  0.0431
H (-4.234, -1.883, -0.414)  0.3654
H (-4.707, -0.359, 0.335)  0.4805
H (-3.797, -0.432, -3.885)  0.3824
H (-3.911, -1.953, -2.993)  0.4420
H (-1.686, -2.695, -1.673)  0.4831
F (0.225, 2.363, -2.914)  -0.2595
C (1.347, 2.168, -2.186)  0.8618
F (2.358, 2.543, -2.995)  -0.2894
F (1.289, 3.069, -1.187)  -0.1709

Values from the calculation:
LUMO (spin up / spin down) = -0.16339 / -0.16344 hartree
Charge = +1
Kohn-Sham gap (spin up / spin down) = 8.118 / 8.118 eV



In eV/Å, the max |F| values for the records above are, in order, 1.40 2.35 0.91 1.88.
In kcal per mole, the ΔE to the lowest compared entry with this formula, charge and spin values for the records above are, in order, 0.0 59.5 0.0 38.5.
In hartree, the total energy values for the records above are, in order, -1922.9985 -2290.1571 -3942.9471 -3795.3398.